(1)
{"formula": "C42H32AlCl3IN2P2", "method": "the ωB97M-V functional and the def2-TZVPD basis", "species": ["I", "Cl", "Cl", "Cl", "P", "P", "Al", "N", "N", "C", "C", "C", "C", "C", "C", "C", "C", "C", "C", "C", "C", "C", "C", "C", "C", "C", "C", "C", "C", "C", "C", "C", "C", "C", "C", "C", "C", "C", "C", "C", "C", "C", "C", "C", "C", "C", "C", "C", "C", "C", "C", "H", "H", "H", "H", "H", "H", "H", "H", "H", "H", "H", "H", "H", "H", "H", "H", "H", "H", "H", "H", "H", "H", "H", "H", "H", "H", "H", "H", "H", "H", "H", "H"], "xyz": [[-0.48, -0.48, 2.99], [0.72, -0.59, -5.15], [-2.07, -1.44, -4.64], [0.15, -3.31, -4.12], [-2.30, 0.97, -0.19], [1.83, -0.95, 0.34], [-0.53, -0.55, 0.29], [-1.90, -2.08, 0.22], [-0.33, -0.84, -1.67], [3.08, -4.75, -0.24], [4.25, -0.92, 1.32], [-5.65, -2.14, 0.36], [3.77, -0.79, 5.47], [-4.02, 4.58, 2.05], [3.15, 3.02, -1.52], [-3.62, -0.28, -0.01], [2.53, -2.56, -1.87], [-3.31, -1.62, 0.19], [1.51, -0.72, 3.93], [3.88, -0.80, 4.06], [-1.83, 2.61, -4.43], [-4.03, 4.56, 0.66], [2.35, 0.54, -0.56], [-4.95, 0.12, 0.01], [2.14, 2.95, -0.58], [1.73, 1.71, -0.11], [1.40, -0.71, 5.29], [3.29, -4.83, -1.61], [-0.85, 2.77, -3.46], [2.64, -3.57, 0.33], [2.71, -0.79, 3.21], [-2.95, 2.42, 0.68], [2.55, -0.76, 6.08], [-3.48, 3.51, 2.75], [-2.18, 1.48, -1.92], [3.75, 1.86, -2.00], [-2.97, 1.88, -4.15], [-2.95, 2.43, 2.07], [5.37, -0.87, 2.15], [2.95, -0.87, 1.81], [-0.30, -1.15, -2.78], [5.18, -0.82, 3.50], [-4.32, -2.55, 0.36], [-3.49, 3.49, -0.03], [-0.35, -1.58, -4.13], [3.01, -3.74, -2.42], [-1.02, 2.20, -2.22], [2.38, -2.46, -0.48], [3.36, 0.62, -1.51], [-5.96, -0.80, 0.19], [-3.16, 1.31, -2.89], [0.04, 3.35, -3.67], [-3.48, 3.52, 3.83], [-4.43, 5.42, 2.58], [0.93, 1.63, 0.65], [3.18, -3.80, -3.48], [-4.46, 5.39, 0.11], [4.53, 1.92, -2.74], [-4.07, 0.77, -2.67], [-5.19, 1.17, -0.11], [6.02, -0.80, 4.18], [1.68, 3.85, -0.21], [-3.50, 3.49, -1.11], [0.43, -0.65, 5.78], [-0.27, 2.33, -1.44], [3.86, -0.27, -1.86], [4.67, -0.81, 6.05], [3.68, -5.74, -2.04], [4.41, -1.00, 0.26], [-1.71, 3.08, -5.39], [-1.83, -2.72, 1.02], [-4.08, -3.60, 0.49], [3.49, 3.98, -1.89], [-6.43, -2.87, 0.50], [-6.99, -0.48, 0.20], [-3.73, 1.77, -4.91], [3.26, -5.61, 0.39], [2.30, -1.73, -2.51], [-1.77, -2.70, -0.59], [2.52, -3.49, 1.40], [2.46, -0.77, 7.16], [6.35, -0.89, 1.72], [-2.55, 1.58, 2.62]], "lowdin_charge": [1.261, 0.705, 0.714, 0.718, 1.079, 1.035, -0.126, 0.052, 0.212, -0.034, -0.072, -0.012, 0.015, -0.027, -0.028, -0.283, -0.133, -0.268, -0.438, -0.129, -0.036, -0.034, -0.362, -0.045, -0.053, -0.143, -0.132, -0.026, -0.043, -0.077, -0.179, -0.348, -0.025, -0.043, -0.393, -0.027, -0.068, -0.098, -0.011, -0.258, -0.268, 0.025, 0.000, -0.063, -1.510, -0.078, -0.110, -0.357, -0.070, -0.016, -0.094, 0.119, 0.121, 0.125, 0.080, 0.114, 0.124, 0.125, 0.113, 0.122, 0.135, 0.126, 0.111, 0.101, 0.074, 0.107, 0.135, 0.125, 0.104, 0.125, 0.124, 0.131, 0.125, 0.130, 0.130, 0.123, 0.124, 0.077, 0.138, 0.115, 0.131, 0.128, 0.038], "orbital_gap_ev": 7.315, "total_charge": 3}

(2)
{"formula": "C42H32AsClIrN5O3S", "method": "the ωB97M-V functional and the def2-TZVPD basis", "species": ["Ir", "As", "Cl", "S", "O", "O", "O", "N", "N", "N", "N", "N", "C", "C", "C", "C", "C", "C", "C", "C", "C", "C", "C", "C", "C", "C", "C", "C", "C", "C", "C", "C", "C", "C", "C", "C", "C", "C", "C", "C", "C", "C", "C", "C", "C", "C", "C", "C", "C", "C", "C", "C", "C", "C", "H", "H", "H", "H", "H", "H", "H", "H", "H", "H", "H", "H", "H", "H", "H", "H", "H", "H", "H", "H", "H", "H", "H", "H", "H", "H", "H", "H", "H", "H", "H", "H"], "xyz": [[-0.40, -0.96, -1.25], [0.18, 0.91, 1.86], [-5.86, 3.28, 1.22], [-1.78, -3.36, -1.44], [-0.04, 0.42, 0.27], [-2.08, -1.03, 0.02], [1.34, -0.22, -1.92], [0.62, -2.43, -0.23], [-0.22, -1.69, -3.16], [-1.99, -4.44, 0.96], [-1.45, 0.44, -2.32], [-0.09, -3.24, 0.67], [-0.21, 0.19, -6.34], [0.38, -2.80, -3.51], [0.85, -3.03, -4.81], [-1.75, 4.60, 1.86], [2.92, 0.36, 1.36], [-0.87, 1.32, -5.93], [1.99, 0.64, 2.36], [3.52, -0.24, -2.70], [-1.72, 0.71, 4.03], [0.87, 3.68, 2.01], [-3.78, -0.14, 1.31], [-1.62, -2.06, 4.11], [2.82, -1.98, -1.16], [4.79, -0.78, -2.72], [-0.40, -0.70, -4.09], [-0.87, -1.38, 3.17], [4.64, 0.24, 3.03], [-4.73, 2.02, 0.81], [-0.93, 0.01, 3.12], [3.71, 0.53, 4.02], [0.61, 5.04, 2.00], [-2.89, -0.04, 0.20], [2.38, 0.73, 3.69], [-0.70, 5.50, 1.93], [0.03, -0.85, -5.42], [-4.66, 0.86, 1.60], [-2.96, 1.15, -0.58], [-2.47, 0.02, 4.97], [1.88, -2.66, -0.30], [5.11, -1.91, -1.98], [4.13, -2.49, -1.20], [0.68, -2.06, -5.76], [-3.90, 2.16, -0.26], [4.25, 0.16, 1.70], [-1.31, 1.47, -4.59], [-1.04, 0.49, -3.67], [2.51, -0.84, -1.92], [-1.50, 3.24, 1.87], [-0.18, 2.78, 1.95], [-2.24, 1.33, -1.79], [-1.22, -3.66, 0.18], [-2.43, -1.37, 5.01], [2.24, -3.47, 0.33], [5.55, -0.30, -3.33], [-1.57, -3.14, 4.16], [-3.95, 3.05, -0.88], [-3.09, 0.56, 5.67], [-1.76, 1.80, 4.01], [1.43, 5.75, 2.05], [3.26, 0.64, -3.27], [4.02, 0.59, 5.06], [-1.71, -4.62, 1.91], [4.97, -0.06, 0.93], [1.90, 3.33, 2.07], [1.65, 0.94, 4.47], [-0.89, 6.56, 1.92], [-2.32, 2.54, 1.81], [-3.01, -1.90, 5.74], [-0.26, -1.94, 2.47], [2.59, 0.34, 0.33], [0.12, 0.09, -7.36], [-5.33, 0.77, 2.45], [5.68, 0.07, 3.30], [4.36, -3.37, -0.60], [-3.72, -1.03, 1.92], [0.49, -3.55, -2.73], [-1.86, 2.36, -4.33], [6.11, -2.32, -2.00], [-2.46, 2.22, -2.36], [-1.07, 2.11, -6.63], [1.34, -3.97, -5.04], [-2.77, 4.95, 1.80], [1.04, -2.21, -6.77], [-2.90, -4.71, 0.65]], "mulliken_spin": [0.395, 0.005, 0.000, 0.599, 0.016, 0.068, -0.010, 0.010, -0.017, 0.019, 0.009, 0.012, -0.004, -0.026, 0.006, 0.000, -0.001, 0.004, -0.002, 0.004, -0.001, 0.000, -0.001, -0.001, -0.001, -0.005, -0.009, -0.001, 0.000, 0.000, 0.004, 0.000, 0.000, 0.003, 0.000, 0.000, 0.004, 0.000, -0.012, 0.000, -0.004, 0.006, -0.004, -0.004, 0.003, 0.001, -0.006, 0.018, 0.003, 0.000, 0.002, -0.007, -0.072, 0.000, 0.000, 0.000, 0.000, 0.000, 0.000, 0.000, 0.000, 0.000, 0.000, -0.004, 0.000, 0.000, 0.000, 0.000, 0.000, 0.000, 0.001, 0.002, 0.000, 0.000, 0.000, 0.000, 0.001, -0.004, 0.000, 0.000, -0.001, 0.000, 0.000, 0.000, 0.000, 0.002], "orbital_gap_ev": [6.693, 6.068], "total_charge": 1, "spin_multiplicity": 2}

For the records above, the corresponding relative energy (zero: lowest compared OMol25 entry of this formula, charge and spin) values read 17.1, 41.4 kcal per mole.